14
Properties=species:S:1:pos:R:3:lowdin_charge:R:1 method="wB97M-V/def2-TZVPD" homo_energy_ev="-12.66 / -12.61" lumo_energy_ev="-7.654 / -7.682" homo_lumo_gap_ev="5.0 / 4.9" charge=+1 e_tot_ha=-643.03482
C -1.271 0.728 -0.133 0.07
C 0.071 0.312 -0.335 -0.36
N 1.917 -1.088 -0.976 0.06
N 0.509 -0.910 -0.825 0.02
N 1.066 1.098 0.139 0.16
S -2.972 -0.238 2.231 0.57
H -1.318 1.784 0.115 0.07
H -2.151 0.213 -0.472 0.05
H 2.124 -1.409 -1.857 0.06
H 2.282 -1.852 -0.337 0.14
H -0.112 -1.532 -1.286 0.15
H 2.080 0.864 0.092 0.13
H 0.973 2.159 0.140 0.17
H -3.199 -0.128 3.505 -0.28